No. 1
{
  "formula": "C3H7OS",
  "method": "ωB97M-V/def2-TZVPD",
  "homo_lumo_gap_ha": 0.2352,
  "e_above_lowest_kj_mol": 77.72,
  "lumo_ev": 4.023,
  "charge": -1,
  "elements": ["C", "S", "H", "H", "H", "O", "C", "C", "H", "H", "H", "H"],
  "xyz": [[-2.113, -1.387, -0.367], [-0.376, -1.955, -0.578], [-2.698, -2.137, -0.904], [-2.348, -1.470, 0.693], [-2.326, -0.400, -0.773], [1.784, 1.399, 2.036], [1.193, 0.866, 1.117], [1.557, 1.201, -0.324], [0.401, 0.111, 1.216], [1.381, 2.246, -0.583], [0.954, 0.623, -1.032], [2.591, 0.903, -0.501]],
  "forces_ev_per_angstrom": [[0.53, -1.05, -0.13], [0.23, 0.28, -0.07], [-0.43, 0.29, 0.07], [-0.35, 0.34, 0.03], [0.01, 0.14, 0.11], [-0.47, -0.41, 0.00], [0.64, 0.81, -0.65], [-0.58, -0.56, -0.47], [-0.02, -0.09, 0.30], [0.34, 0.16, 0.42], [-0.02, -0.21, 0.32], [0.12, 0.30, 0.07]]
}

***

No. 2
{
  "formula": "C17H34FNO9S",
  "method": "ωB97M-V/def2-TZVPD",
  "smiles": "O=C(O)CNS(=O)(=O)F.CC(C)=O.CC(C)=O.CC(C)=O.CC(C)=O.CC(C)=O",
  "homo_lumo_gap_ha": 0.3499,
  "lumo_ev": 0.411,
  "elements": ["O", "C", "O", "C", "N", "S", "O", "O", "F", "H", "H", "H", "H", "C", "C", "O", "C", "H", "H", "H", "H", "H", "H", "C", "C", "O", "C", "H", "H", "H", "H", "H", "H", "C", "C", "O", "C", "H", "H", "H", "H", "H", "H", "C", "C", "O", "C", "H", "H", "H", "H", "H", "H", "C", "C", "O", "C", "H", "H", "H", "H", "H", "H"],
  "xyz": [[-2.161, -1.464, -0.489], [-2.466, -0.921, -1.478], [-1.978, 0.330, -1.753], [-3.451, -1.493, -2.527], [-4.758, -1.856, -1.924], [-5.705, -0.502, -1.687], [-5.057, 0.494, -0.917], [-6.154, -0.022, -2.955], [-6.921, -1.053, -0.821], [-1.665, 0.241, -2.677], [-3.000, -2.432, -2.902], [-3.562, -0.827, -3.408], [-5.235, -2.443, -2.612], [-0.682, 1.448, 1.205], [-0.003, 2.637, 0.566], [0.008, 2.790, -0.635], [0.662, 3.629, 1.489], [-1.116, 0.819, 0.429], [0.050, 0.861, 1.764], [-1.479, 1.788, 1.869], [1.448, 3.136, 2.062], [-0.078, 4.062, 2.165], [1.108, 4.428, 0.902], [-0.063, -2.711, 1.579], [0.242, -4.177, 1.736], [0.838, -4.795, 0.882], [-0.227, -4.848, 3.004], [0.329, -2.360, 0.626], [-1.142, -2.551, 1.593], [0.411, -2.144, 2.384], [-1.313, -4.781, 3.081], [0.238, -4.374, 3.870], [0.059, -5.899, 2.984], [0.431, 2.237, -4.793], [-0.955, 1.833, -5.220], [-1.610, 1.044, -4.571], [-1.497, 2.445, -6.484], [0.691, 1.722, -3.869], [1.153, 1.963, -5.565], [0.466, 3.313, -4.615], [-0.860, 2.180, -7.329], [-1.546, 3.530, -6.380], [-2.501, 2.065, -6.669], [1.153, 8.164, 3.245], [1.478, 6.700, 3.405], [2.074, 6.089, 2.548], [1.028, 6.029, 4.680], [1.534, 8.515, 2.286], [0.072, 8.311, 3.268], [1.626, 8.741, 4.042], [-0.059, 6.083, 4.766], [1.495, 6.512, 5.540], [1.327, 4.982, 4.661], [3.521, -6.282, 0.904], [4.633, -7.167, 1.408], [4.442, -7.990, 2.275], [5.997, -6.986, 0.787], [2.602, -6.518, 1.434], [3.769, -5.234, 1.082], [3.364, -6.452, -0.162], [6.352, -5.968, 0.959], [5.947, -7.186, -0.285], [6.697, -7.684, 1.242]],
  "forces_ev_per_angstrom": [[0.09, -1.52, 2.00], [-0.59, 1.94, -1.53], [0.13, -1.45, -0.77], [0.59, -0.04, -0.41], [-0.30, 0.10, 0.22], [0.19, 1.73, -1.02], [0.42, -0.92, 1.01], [-1.02, -1.02, 0.14], [1.12, -0.12, -1.02], [-0.23, 1.15, -0.13], [-0.34, 0.35, 0.33], [0.03, -0.12, 0.59], [-0.18, 0.08, 0.40], [-0.07, -0.09, -0.39], [-0.05, -0.02, -0.11], [0.06, 0.00, 0.07], [0.00, 0.06, -0.41], [0.05, 0.07, 0.07], [-0.08, 0.09, 0.18], [0.13, -0.04, 0.16], [-0.11, 0.05, 0.16], [0.08, -0.11, 0.15], [-0.01, -0.04, 0.05], [0.19, -0.08, -0.19], [0.09, 0.00, -0.14], [-0.11, 0.05, 0.06], [0.12, -0.29, -0.12], [-0.06, -0.02, 0.03], [0.04, 0.11, 0.12], [-0.17, 0.00, 0.09], [0.03, 0.14, 0.14], [-0.18, 0.08, 0.03], [0.00, 0.05, -0.01], [-0.06, -0.25, 0.26], [0.11, 0.01, 0.11], [-0.08, -0.22, 0.02], [-0.33, -0.21, 0.07], [-0.03, 0.07, -0.01], [-0.01, 0.19, -0.06], [0.09, 0.01, -0.14], [0.08, 0.18, 0.02], [0.16, 0.00, -0.10], [0.04, 0.01, 0.02], [0.12, -0.02, -0.26], [0.11, -0.06, -0.14], [0.01, 0.10, 0.12], [0.12, -0.25, -0.11], [-0.01, -0.04, 0.04], [0.03, 0.08, 0.18], [-0.18, 0.02, 0.08], [0.03, 0.14, 0.14], [-0.18, 0.08, 0.04], [0.00, 0.05, -0.02], [-0.02, -0.28, 0.28], [-0.10, -0.07, 0.10], [0.06, 0.04, -0.05], [0.12, -0.24, 0.20], [0.03, 0.03, -0.05], [0.00, 0.02, -0.21], [0.05, 0.20, -0.03], [-0.04, 0.04, -0.19], [0.01, 0.20, -0.03], [-0.05, 0.02, -0.01]]
}

***

No. 3
{
  "formula": "H3N2O2S",
  "method": "ωB97M-V/def2-TZVPD",
  "homo_lumo_gap_ha": [0.2861, 0.2862],
  "e_above_lowest_kj_mol": 301.56,
  "lumo_ev": [4.181, 4.182],
  "charge": -1,
  "elements": ["N", "N", "O", "O", "S", "H", "H", "H"],
  "xyz": [[0.780, -1.974, -0.012], [-0.297, 1.027, 0.823], [1.106, 1.035, -1.202], [-1.214, 0.219, -1.387], [0.078, 0.180, -0.660], [0.006, -2.429, -0.453], [-0.957, 0.649, 1.475], [0.498, 1.295, 1.417]],
  "forces_ev_per_angstrom": [[0.40, 3.31, -0.05], [0.73, 0.72, 0.27], [0.78, 0.03, -0.15], [1.19, -0.41, 0.86], [-1.34, -2.12, 1.16], [-1.20, -0.33, -0.74], [-0.59, -0.84, -0.35], [0.02, -0.36, -0.99]]
}

***

No. 4
{
  "formula": "C34H39BrN4O2P2Zr",
  "method": "ωB97M-V/def2-TZVPD",
  "homo_lumo_gap_ha": 0.1094,
  "lumo_ev": -9.002,
  "charge": 2,
  "elements": ["Zr", "C", "C", "C", "C", "C", "C", "C", "C", "C", "H", "H", "H", "H", "H", "H", "H", "H", "H", "H", "H", "H", "H", "H", "H", "P", "P", "N", "N", "N", "N", "C", "C", "C", "C", "C", "C", "C", "C", "C", "C", "C", "C", "C", "C", "C", "C", "C", "C", "H", "H", "H", "H", "H", "H", "H", "H", "H", "H", "H", "H", "H", "H", "H", "H", "H", "H", "H", "H", "Br", "C", "C", "C", "C", "C", "C", "C", "O", "O", "H", "H", "H", "H"],
  "xyz": [[0.115, -1.972, 2.528], [-1.736, 2.674, 2.634], [-1.946, 1.627, 1.800], [-1.092, 1.317, 0.645], [0.043, 0.247, 0.851], [1.050, 0.574, 1.890], [1.193, 1.714, 2.623], [0.774, 3.054, 2.144], [-0.529, 3.524, 2.814], [1.750, -3.437, 2.878], [-2.628, 3.062, 3.157], [-2.731, 0.904, 2.041], [-0.585, 2.213, 0.265], [-1.737, 0.934, -0.180], [-0.488, -0.799, 0.914], [0.579, 0.237, -0.118], [1.832, -0.210, 1.954], [1.656, 1.628, 3.612], [0.658, 3.090, 1.045], [1.572, 3.780, 2.412], [-0.342, 3.526, 3.904], [-0.721, 4.562, 2.498], [2.272, -3.406, 3.847], [2.565, -3.365, 2.144], [1.379, -4.478, 2.794], [1.681, -0.994, -2.088], [-1.945, -0.104, -2.062], [2.965, 0.156, -2.501], [2.426, -2.259, -3.239], [-1.854, 1.652, -2.949], [-3.461, -0.732, -2.641], [0.551, -0.266, -3.343], [-0.852, -0.869, -3.339], [4.119, 0.285, -1.719], [5.093, 0.944, -2.454], [4.547, 1.216, -3.746], [3.240, 0.747, -3.740], [2.581, -3.587, -2.840], [2.991, -4.357, -3.929], [3.114, -3.472, -5.045], [2.754, -2.201, -4.595], [-1.489, 2.836, -2.296], [-1.525, 3.904, -3.181], [-1.856, 3.362, -4.458], [-2.031, 1.989, -4.291], [-4.297, -0.192, -3.631], [-5.042, -1.220, -4.191], [-4.695, -2.438, -3.515], [-3.729, -2.121, -2.574], [0.942, -0.332, -4.357], [0.526, 0.801, -3.117], [-1.346, -0.718, -4.310], [-0.856, -1.946, -3.110], [4.109, -0.085, -0.702], [6.077, 1.233, -2.107], [5.017, 1.708, -4.579], [2.493, 0.823, -4.512], [2.374, -3.859, -1.821], [3.162, -5.422, -3.927], [3.410, -3.741, -6.051], [2.716, -1.276, -5.150], [-1.254, 2.858, -1.240], [-1.306, 4.932, -2.936], [-1.930, 3.915, -5.383], [-2.323, 1.246, -5.031], [-4.339, 0.871, -3.802], [-5.727, -1.110, -5.009], [-5.087, -3.424, -3.705], [-3.245, -2.726, -1.831], [-1.126, 1.997, 5.514], [-0.924, 0.630, 6.778], [-1.168, 0.843, 8.128], [-0.994, -0.197, 9.040], [-0.591, -1.473, 8.625], [-0.307, -1.707, 7.274], [-0.535, -0.662, 6.362], [-0.347, -0.985, 4.934], [-1.275, -1.532, 4.189], [0.782, -0.856, 4.307], [-1.491, 1.836, 8.437], [-1.170, 0.023, 10.091], [-0.534, -2.278, 9.367], [0.079, -2.669, 6.902]],
  "forces_ev_per_angstrom": [[1.11, 2.62, 3.54], [-1.46, -0.31, -1.15], [0.48, 0.58, 1.71], [0.41, -1.06, -0.19], [0.18, 2.16, -1.85], [-0.86, -1.72, 0.37], [-0.10, -0.72, -0.15], [-0.09, 0.58, -0.27], [0.16, 0.60, 0.05], [-0.51, 0.05, -0.22], [0.62, -0.65, 0.41], [-0.39, 0.65, -0.42], [-0.24, -0.64, 0.14], [0.66, 0.52, 0.98], [0.21, 0.39, -0.37], [-0.47, -0.85, 0.27], [0.21, 0.05, 0.65], [0.49, 0.19, -0.52], [0.43, -0.01, 0.78], [-0.39, -0.48, -0.07], [0.00, 0.55, -0.62], [0.02, -0.25, 0.24], [-0.44, 0.36, -0.01], [-0.19, 0.20, -0.26], [-0.18, 0.24, -0.10], [3.10, -0.42, -4.59], [-0.31, 1.90, -3.57], [0.16, 0.41, 0.98], [-0.86, -0.51, 1.15], [0.02, -1.17, 1.22], [-0.61, -0.15, -0.11], [-0.84, -0.04, 0.36], [-0.23, -0.08, 0.26], [0.24, 0.51, -0.76], [-0.67, -0.46, 0.42], [-1.41, -0.53, 0.64], [0.92, 0.26, 0.31], [0.14, -0.27, -1.17], [-0.37, 1.01, 0.76], [-0.57, 0.88, 1.12], [-0.02, -0.74, -0.11], [-0.42, 0.41, -0.13], [0.16, -1.29, 0.25], [0.08, -1.04, 0.68], [-0.19, 0.37, -0.20], [-0.25, -1.15, -0.16], [0.96, 0.45, 0.88], [0.92, 0.82, 0.52], [-0.61, 0.72, -0.78], [0.21, -0.30, 0.31], [-0.21, 0.17, 0.02], [0.12, -0.20, 0.31], [0.10, 0.12, -0.30], [0.17, 0.00, -0.12], [-0.16, -0.16, -0.01], [0.05, 0.07, 0.04], [0.18, 0.01, 0.06], [0.03, -0.14, 0.10], [0.08, 0.06, 0.07], [-0.02, 0.17, 0.19], [0.08, -0.16, 0.10], [-0.27, 0.01, -0.46], [0.00, -0.08, -0.04], [-0.08, -0.18, 0.02], [0.14, 0.26, 0.31], [0.15, -0.10, -0.08], [-0.27, 0.05, 0.01], [-0.04, 0.06, 0.06], [0.15, -0.19, 0.03], [-0.05, -0.40, 0.43], [0.05, -1.33, 0.44], [0.16, 0.19, -0.26], [0.00, -0.11, -0.28], [0.01, 0.08, 0.05], [-0.36, 0.30, 0.11], [0.10, 0.33, 0.04], [0.66, -0.37, -1.44], [1.20, -0.49, -0.62], [-1.10, -0.91, 0.10], [0.12, -0.27, 0.12], [-0.04, -0.24, -0.17], [0.22, 0.36, -0.43], [-0.39, 0.44, 0.37]]
}

***

No. 5
{
  "formula": "C18H42BBaO20P4",
  "method": "ωB97M-V/def2-TZVPD",
  "homo_lumo_gap_ha": [0.2883, 0.1920],
  "lumo_ev": [-0.568, -2.598],
  "multiplicity": 2,
  "elements": ["Ba", "B", "H", "H", "H", "H", "C", "C", "C", "O", "C", "C", "C", "O", "O", "O", "H", "H", "C", "O", "P", "O", "O", "C", "O", "C", "H", "H", "H", "H", "H", "H", "H", "H", "H", "C", "O", "P", "O", "O", "C", "O", "C", "H", "H", "H", "H", "H", "H", "H", "H", "H", "C", "O", "P", "O", "O", "C", "O", "C", "H", "H", "H", "H", "H", "H", "H", "H", "H", "C", "O", "P", "O", "O", "C", "O", "C", "H", "H", "H", "H", "H", "H", "H", "H", "H"],
  "xyz": [[0.473, 0.473, 0.460], [1.822, 0.744, 2.912], [2.321, 0.874, 3.860], [0.983, 0.095, 3.110], [1.450, 1.666, 2.493], [2.487, 0.237, 2.231], [-2.182, 2.110, -3.237], [-1.949, 3.130, -4.147], [-0.704, 4.053, -4.077], [-0.545, 5.134, -4.779], [0.332, 3.761, -3.194], [0.160, 2.687, -2.190], [-1.210, 1.833, -2.206], [-1.305, 0.904, -1.379], [1.025, 2.337, -1.347], [-2.886, 3.282, -5.036], [-3.108, 1.556, -3.208], [1.247, 4.334, -3.161], [2.081, -3.338, -4.764], [1.976, -2.345, -3.730], [1.029, -2.658, -2.377], [0.913, -1.528, -1.376], [1.724, -4.043, -1.841], [3.068, -4.013, -1.155], [-0.336, -3.205, -3.028], [-1.484, -2.339, -2.911], [3.054, -3.535, -5.215], [1.579, -2.913, -5.633], [1.674, -4.304, -4.464], [3.714, -4.827, -1.483], [2.744, -4.169, -0.126], [3.590, -3.066, -1.295], [-1.392, -1.310, -2.561], [-2.199, -2.881, -2.291], [-2.045, -2.242, -3.841], [-4.444, -3.170, 3.203], [-3.236, -2.470, 3.102], [-2.731, -1.978, 1.607], [-1.513, -1.099, 1.513], [-2.451, -3.421, 0.945], [-1.389, -4.221, 1.450], [-4.049, -1.504, 0.821], [-4.025, -0.520, -0.217], [-5.040, -2.861, 4.061], [-4.270, -4.223, 3.427], [-5.061, -3.209, 2.305], [-1.661, -4.866, 2.285], [-0.573, -3.633, 1.870], [-0.886, -4.695, 0.607], [-3.332, -0.747, -1.026], [-3.809, 0.423, 0.285], [-5.023, -0.372, -0.630], [5.713, -1.231, 0.236], [5.285, -0.974, -1.078], [4.273, 0.236, -1.347], [3.072, 0.224, -0.484], [5.284, 1.498, -1.162], [5.334, 2.323, -0.027], [3.996, 0.316, -2.985], [3.120, 1.346, -3.620], [5.128, -0.696, 0.984], [6.787, -1.057, 0.293], [5.495, -2.249, 0.558], [6.363, 2.614, 0.183], [5.178, 1.750, 0.887], [4.660, 3.166, -0.180], [3.102, 2.209, -2.954], [2.099, 0.991, -3.762], [3.579, 1.646, -4.562], [-1.400, 1.180, 4.949], [-1.401, 2.491, 4.441], [-2.029, 2.786, 2.976], [-1.502, 1.954, 1.808], [-3.693, 2.683, 3.233], [-4.343, 1.374, 3.144], [-1.915, 4.392, 2.743], [-2.174, 5.204, 3.863], [-0.577, 1.069, 5.654], [-1.283, 0.434, 4.163], [-2.327, 0.895, 5.447], [-5.408, 1.513, 2.962], [-4.282, 0.941, 4.143], [-3.948, 0.643, 2.439], [-2.630, 4.722, 4.728], [-2.911, 5.954, 3.579], [-1.254, 5.724, 4.130]],
  "forces_ev_per_angstrom": [[0.30, -0.42, 0.71], [0.44, 0.04, 0.69], [1.94, 0.78, 3.50], [-3.58, -2.66, 0.59], [-1.28, 3.82, -1.57], [2.64, -1.91, -2.84], [2.60, -0.50, 2.95], [-4.00, 1.10, -3.80], [-0.07, 3.38, -2.65], [-1.15, -3.44, 1.69], [0.23, -1.96, 2.22], [-0.17, -1.08, 0.50], [0.10, 0.47, -1.20], [-0.08, 0.51, -0.37], [-1.43, 1.32, -1.84], [3.59, 0.49, 2.20], [0.00, 0.05, -0.35], [-0.05, 0.16, -0.17], [-0.75, 0.04, -0.85], [-0.62, 0.05, 2.20], [1.96, -0.31, -0.62], [0.27, -2.28, -2.32], [0.12, 1.33, -0.38], [-1.68, 0.24, 0.11], [0.97, 1.23, 0.76], [-1.96, -0.45, -0.07], [0.72, 0.45, 1.12], [-0.67, -0.30, 0.11], [-0.20, 0.17, -0.04], [-0.51, -0.05, -0.33], [0.68, 0.16, 0.10], [-0.24, 0.05, -0.01], [0.93, -0.23, 0.36], [0.13, 0.18, 0.46], [0.70, -0.32, -0.56], [-1.29, -1.69, 0.39], [1.12, 2.15, -1.80], [0.81, -0.88, -0.25], [-2.38, -1.22, 0.81], [-0.54, 0.64, -0.04], [1.42, 0.44, 0.24], [0.82, -1.08, 1.07], [-0.06, 1.17, 0.12], [0.13, 0.70, -0.17], [0.55, -0.15, -0.07], [0.12, 0.57, -0.06], [-0.53, -0.34, -0.49], [-0.11, 0.62, 0.05], [-0.59, -0.54, 0.06], [0.13, 0.02, 0.34], [0.55, 0.13, -0.50], [-0.11, -0.65, 0.17], [-0.09, -0.30, 1.36], [-1.25, 0.00, -1.94], [0.08, 1.83, -1.41], [0.89, 0.09, -0.56], [-0.78, -1.21, -1.01], [0.34, -0.13, 1.18], [0.24, -0.48, 1.85], [0.85, -0.15, 1.33], [0.25, 0.68, -0.08], [-0.16, 0.16, 0.16], [0.18, -0.38, -0.67], [0.13, 0.51, -0.86], [-1.06, 0.09, 0.04], [0.13, -0.03, 0.49], [-0.11, 0.04, -0.09], [0.25, -0.36, 0.08], [0.07, -0.38, 0.12], [0.11, -1.65, 0.18], [-0.57, 1.36, -1.80], [-0.83, -0.56, -1.37], [-1.35, 1.94, 2.71], [1.92, -1.01, -1.15], [-0.06, 0.35, 1.18], [0.24, -3.08, 0.24], [-0.52, 1.64, 0.69], [-0.02, 0.19, -0.19], [0.38, 0.10, -0.19], [-0.22, 0.55, 0.20], [0.18, 0.37, -0.29], [0.06, -0.23, -0.01], [0.39, 0.55, -0.20], [0.39, -0.45, -0.11], [0.09, 0.08, -0.28], [-0.04, -0.17, 0.20]]
}